Entry 1:
ORCA calculation (ωB97M-V/def2-TZVPD) on C6H10O in the gas phase.

Each line ends with the Löwdin charge.
Positions of all 17 atoms, in Å:
C1 -1.12006 0.38196 1.31039  -0.07
C2 -0.72868 -0.68252 0.29728  -0.32
C3 -1.06743 -0.38331 -1.18053  -0.17
C4 0.37504 -0.41050 -1.61572  0.13
O1 1.24086 1.50513 -0.61470  -0.09
C5 1.68171 0.40350 0.18041  -0.22
C6 0.75746 -0.76381 -0.16526  -0.28
H1 -0.70817 0.16210 2.30172  0.08
H2 -2.21050 0.42930 1.40875  0.08
H3 -0.76431 1.37007 1.00045  0.08
H4 -1.10528 -1.65861 0.62164  0.13
H5 -1.59061 -1.17997 -1.73769  0.13
H6 -1.58594 0.56045 -1.42123  0.13
H7 1.22634 1.14911 -1.52133  0.04
H8 1.62736 0.70047 1.23406  0.12
H9 2.72929 0.15881 -0.04594  0.12
H10 1.24293 -1.74218 -0.05231  0.14

## Properties
- DFT total energy (hartree) = -309.68267
- charge = 0
- E_LUMO (eV) = -0.14
- frontier orbital gap (Eh) = 0.3101



Entry 2:
ORCA calculation (ωB97M-V/def2-TZVPD) on C9H16BrIN2O2 in the gas phase.

Each line ends with the Löwdin charge.
Positions of all 31 atoms, in Å:
C1 -1.91210 -0.10648 -2.63200  -0.11
C2 -0.82446 0.98830 -3.04964  -0.25
O1 -0.06561 1.54623 -1.95890  -0.21
C3 0.82969 0.57746 -1.36977  -0.15
C4 0.80526 0.82344 0.21267  -0.28
N1 0.68328 2.27857 0.61589  0.04
C5 0.86125 2.23828 2.06370  -0.45
O2 1.53592 3.00635 2.76377  0.05
C6 0.01835 0.92759 2.51466  -0.54
I1 -1.95018 1.47583 3.33551  0.77
C7 -0.35240 0.18827 1.10181  -0.66
Br1 -2.07302 1.12788 0.61722  0.59
C8 -0.62035 -1.38048 1.09337  -0.18
C9 0.63911 -2.28306 0.71417  -0.27
N2 1.39805 -2.80040 1.90195  -0.03
H1 -2.21156 -0.79912 -3.48166  0.08
H2 -1.57009 -0.70129 -1.71751  0.04
H3 -2.85168 0.46281 -2.32133  0.06
H4 -1.40233 1.86620 -3.51155  0.13
H5 -0.18021 0.56286 -3.89078  0.12
H6 1.88589 0.78030 -1.78126  0.14
H7 0.59352 -0.49904 -1.64069  0.12
H8 1.79075 0.54920 0.74402  0.16
H9 1.25143 2.94076 0.07862  0.15
H10 0.50558 0.21604 3.25535  0.10
H11 -1.45876 -1.59443 0.35015  0.09
H12 -0.94419 -1.67126 2.15259  0.13
H13 1.36694 -1.81418 -0.02139  0.10
H14 0.21843 -3.21406 0.18599  0.12
H15 2.10352 -2.08455 2.14229  0.06
H16 1.92998 -3.60805 1.53274  0.07

## Properties
- DFT total energy (hartree) = -3484.09859
- charge = 0
- E_LUMO (eV) = -0.21
- frontier orbital gap (Eh) = 0.2703



Entry 3:
ORCA calculation (ωB97M-V/def2-TZVPD) on C4H4O in the gas phase.

Each line ends with the Löwdin charge.
Positions of all 9 atoms, in Å:
C1 -1.45052 0.05927 0.03794  -0.10
C2 -0.03159 -0.40280 0.19107  -0.15
C3 1.02282 0.30876 -0.19174  -0.03
C4 2.31890 0.34395 -0.25721  -0.21
O1 3.46338 0.55586 -0.39434  0.15
H1 -1.47688 1.13008 -0.17565  0.08
H2 -2.04218 -0.14709 0.93668  0.08
H3 -1.94169 -0.46471 -0.79305  0.08
H4 0.13775 -1.38330 0.64629  0.11

## Properties
- DFT total energy (hartree) = -229.97791
- charge = 0
- E_LUMO (eV) = -0.30
- frontier orbital gap (Eh) = 0.3157
- structure (SMILES) = CC=C=C=O



Entry 4:
ORCA calculation (ωB97M-V/def2-TZVPD) on 10 unconnected molecules or ions with the total composition C30H90O40P10.

Each line ends with the Löwdin charge.
Positions of all 170 atoms, in Å:
C1 7.51881 1.64584 -16.59906  -0.08
O1 7.39998 0.41115 -15.88708  -0.21
P1 8.49036 -0.72002 -16.08329  0.37
O2 9.87726 -0.30954 -15.85448  -0.22
O3 7.92729 -1.98098 -15.25965  -0.23
C2 8.34942 -2.19028 -13.89866  -0.08
O4 8.24729 -1.18892 -17.59317  -0.24
C3 8.91687 -2.27049 -18.24112  -0.08
H1 6.54173 2.11841 -16.58958  0.07
H2 7.87790 1.50322 -17.61960  0.09
H3 8.25759 2.28233 -16.10888  0.09
H4 8.82753 -1.28385 -13.52580  0.09
H5 9.10580 -2.97402 -13.91978  0.09
H6 7.55313 -2.46320 -13.21023  0.08
H7 9.74197 -2.68706 -17.66596  0.09
H8 9.31477 -1.78772 -19.13701  0.10
H9 8.19263 -3.01840 -18.56190  0.07
C4 -0.37981 7.41750 -17.41317  -0.08
O5 1.04136 7.55535 -17.57585  -0.23
P2 2.02504 7.46109 -16.30591  0.36
O6 3.38370 7.85551 -16.62956  -0.21
O7 1.77070 6.02939 -15.69539  -0.23
C5 2.15269 4.83023 -16.36950  -0.09
O8 1.32506 8.38169 -15.19051  -0.22
C6 1.11815 9.76688 -15.37243  -0.10
H10 -0.72067 6.87137 -18.29180  0.09
H11 -0.85276 8.39529 -17.51902  0.09
H12 -0.61726 6.95072 -16.46143  0.09
H13 1.41801 4.05876 -16.15389  0.09
H14 3.14697 4.48405 -16.09070  0.09
H15 2.14510 5.03061 -17.44446  0.08
H16 1.70328 10.14057 -16.21782  0.09
H17 1.49245 10.30456 -14.50054  0.09
H18 0.06282 9.99977 -15.51444  0.09
C7 9.24783 -6.61290 -13.04708  -0.06
O9 7.86073 -6.99373 -12.93586  -0.22
P3 6.91038 -6.15644 -11.98873  0.36
O10 7.42418 -5.72303 -10.68729  -0.22
O11 5.60340 -7.08047 -11.95210  -0.25
C8 5.57658 -8.21962 -11.09033  -0.09
O12 6.40263 -4.90199 -12.84423  -0.21
C9 5.96486 -5.07097 -14.19972  -0.06
H19 9.86434 -7.49064 -13.19477  0.09
H20 9.62599 -5.97924 -12.24328  0.09
H21 9.25917 -5.93242 -13.90626  0.08
H22 6.46176 -8.33915 -10.46979  0.09
H23 5.50500 -9.13129 -11.69150  0.08
H24 4.64110 -8.17363 -10.53572  0.09
H25 5.08608 -4.44229 -14.35854  0.08
H26 5.66194 -6.10315 -14.36376  0.06
H27 6.71368 -4.72876 -14.91573  0.08
C10 4.86654 5.45139 -19.11336  -0.09
O13 5.77012 4.46565 -19.59741  -0.22
P4 5.25837 3.17670 -20.38030  0.38
O14 6.21733 2.07460 -20.47623  -0.22
O15 3.88436 2.79050 -19.65995  -0.21
C11 3.92996 1.98522 -18.49903  -0.10
O16 4.67621 3.80856 -21.73614  -0.21
C12 5.45279 4.72293 -22.50610  -0.09
H28 4.81767 5.40309 -18.02591  0.08
H29 3.84877 5.34214 -19.49311  0.09
H30 5.21109 6.43818 -19.41743  0.10
H31 3.41663 2.58988 -17.74318  0.07
H32 4.92200 1.81323 -18.07340  0.07
H33 3.46494 1.00796 -18.62417  0.09
H34 5.50298 4.40175 -23.54399  0.09
H35 6.44470 4.90182 -22.09666  0.09
H36 4.91427 5.67282 -22.52186  0.09
C13 4.38776 -5.65684 -18.24976  -0.09
O17 4.61528 -7.00341 -17.86030  -0.20
P5 3.66815 -7.79961 -16.85131  0.39
O18 2.21848 -7.69820 -16.99376  -0.21
O19 4.13808 -9.32546 -17.08351  -0.22
C14 3.69680 -9.99735 -18.24597  -0.11
O20 4.22051 -7.41307 -15.41876  -0.25
C15 3.80120 -8.13178 -14.23872  -0.06
H37 4.89400 -5.42312 -19.18896  0.10
H38 4.80594 -4.98762 -17.49882  0.06
H39 3.34125 -5.46416 -18.49433  0.09
H40 4.49409 -10.05093 -18.99723  0.08
H41 2.89550 -9.51266 -18.80630  0.09
H42 3.44495 -11.02245 -17.98468  0.09
H43 4.59381 -8.85745 -14.07147  0.09
H44 2.81800 -8.58154 -14.38655  0.10
H45 3.69598 -7.40837 -13.43528  0.08
C16 7.84444 -9.63111 -19.28436  -0.09
O21 7.69255 -8.57772 -18.34305  -0.23
P6 8.83548 -8.23936 -17.26500  0.36
O22 10.21073 -8.13676 -17.75250  -0.21
O23 8.32611 -6.88981 -16.62212  -0.21
C17 8.08472 -5.76557 -17.45718  -0.09
O24 8.56240 -9.28605 -16.10259  -0.19
C18 7.24675 -9.39453 -15.57078  -0.10
H46 8.77071 -10.18685 -19.13683  0.09
H47 7.92136 -9.22796 -20.29730  0.09
H48 6.95693 -10.25948 -19.26851  0.08
H49 7.09485 -5.37649 -17.20299  0.07
H50 8.18752 -5.98206 -18.51844  0.10
H51 8.74026 -4.93285 -17.19069  0.08
H52 7.21189 -9.40928 -14.48648  0.09
H53 6.72013 -10.24348 -16.01473  0.09
H54 6.58786 -8.60375 -15.93914  0.06
C19 -0.52789 1.89336 -13.56254  -0.12
O25 0.78305 1.62867 -13.13528  -0.23
P7 1.58804 2.68640 -12.23336  0.38
O26 2.85266 2.20427 -11.65235  -0.23
O27 1.79412 3.91176 -13.18684  -0.21
C20 2.43367 5.11284 -12.74588  -0.07
O28 0.50060 3.15029 -11.15221  -0.22
C21 0.51471 2.60982 -9.82614  -0.08
H55 -1.18503 1.07597 -13.25120  0.09
H56 -0.62233 1.94020 -14.65338  0.09
H57 -1.01125 2.80994 -13.21655  0.09
H58 3.08868 4.93201 -11.89899  0.09
H59 1.67600 5.86328 -12.51932  0.10
H60 2.98217 5.56044 -13.57271  0.08
H61 1.37373 1.95738 -9.66641  0.08
H62 -0.40512 2.03678 -9.72638  0.09
H63 0.58499 3.38679 -9.06794  0.09
C22 -0.03752 -2.20415 -13.14968  -0.09
O29 0.81532 -2.79585 -12.18578  -0.20
P8 1.02178 -4.38861 -12.07460  0.40
O30 -0.20574 -5.19865 -12.09279  -0.22
O31 2.08284 -4.69575 -13.22972  -0.21
C23 1.66445 -5.05870 -14.53017  -0.11
O32 1.93618 -4.48742 -10.78401  -0.20
C24 2.42843 -5.71406 -10.25985  -0.08
H64 0.39681 -1.28230 -13.53360  0.07
H65 -0.99073 -1.93313 -12.69131  0.09
H66 -0.23574 -2.87437 -13.98591  0.07
H67 0.72149 -4.65490 -14.88919  0.07
H68 1.67011 -6.14568 -14.68054  0.08
H69 2.46131 -4.82738 -15.24377  0.07
H70 2.03564 -6.53296 -10.86716  0.09
H71 2.11896 -5.84189 -9.22473  0.09
H72 3.51746 -5.73932 -10.29619  0.08
C25 -1.05664 -2.12515 -17.47946  -0.11
O33 -1.81509 -3.12050 -18.16585  -0.21
P9 -2.34526 -4.40774 -17.34950  0.39
O34 -3.28899 -5.24746 -18.11330  -0.24
O35 -0.99040 -5.10349 -16.82613  -0.25
C26 -0.03994 -5.71612 -17.70514  -0.08
O36 -2.91105 -3.76915 -16.01320  -0.22
C27 -2.96966 -4.53832 -14.80026  -0.07
H73 -1.51819 -1.15691 -17.68887  0.09
H74 -0.05737 -2.11918 -17.91297  0.07
H75 -1.01775 -2.30518 -16.40692  0.07
H76 -0.02769 -6.77983 -17.47633  0.08
H77 0.93018 -5.32165 -17.40374  0.06
H78 -0.23576 -5.56759 -18.76610  0.10
H79 -4.01004 -4.63126 -14.48636  0.09
H80 -2.48304 -3.98015 -14.00223  0.07
H81 -2.54140 -5.52760 -14.93440  0.09
C28 4.91137 -2.23447 -17.75819  -0.10
O37 4.56008 -2.33907 -16.39494  -0.20
P10 3.11459 -1.92195 -15.94373  0.38
O38 2.01646 -2.51464 -16.70327  -0.21
O39 3.16083 -0.30058 -15.98378  -0.20
C29 1.92755 0.39852 -15.93258  -0.10
O40 3.15651 -2.22645 -14.38981  -0.23
C30 4.16558 -1.72804 -13.49648  -0.04
H82 4.12398 -2.52572 -18.45944  0.09
H83 5.72565 -2.93467 -17.95121  0.07
H84 5.25885 -1.24050 -18.04499  0.09
H85 2.02220 1.42256 -16.29042  0.07
H86 1.50189 0.40626 -14.93072  0.06
H87 1.19883 -0.06689 -16.60376  0.08
H88 3.69703 -0.91091 -12.95165  0.10
H89 5.06169 -1.37141 -14.00555  0.08
H90 4.46512 -2.51889 -12.81189  0.09

## Properties
- DFT total energy (hartree) = -7621.10899
- charge = 0
- E_LUMO (eV) = 0.13
- frontier orbital gap (Eh) = 0.3742
- structure (SMILES) = COP(=O)(OC)OC.COP(=O)(OC)OC.COP(=O)(OC)OC.COP(=O)(OC)OC.COP(=O)(OC)OC.COP(=O)(OC)OC.COP(=O)(OC)OC.COP(=O)(OC)OC.COP(=O)(OC)OC.COP(=O)(OC)OC



Entry 5:
ORCA calculation (ωB97M-V/def2-TZVPD) on 2 unconnected molecules or ions with the total composition C3H10N4O.

Each line ends with the Löwdin charge.
Positions of all 18 atoms, in Å:
C1 0.84297 -0.13470 1.35102  -0.37
C2 -0.20244 0.47021 -0.33065  -0.47
N1 2.08233 0.28143 1.67526  0.11
N2 -0.79720 1.69574 0.06202  0.04
C3 0.48207 0.36894 -1.50785  -0.06
O1 0.51515 -1.31039 1.64355  -0.09
H1 2.45138 1.13069 1.28605  0.09
H2 2.72438 -0.32705 2.17263  0.10
H3 -0.28366 2.21501 0.75904  0.07
H4 -1.03053 2.26715 -0.74177  0.08
H5 0.79539 -0.58546 -1.90385  0.03
H6 0.95548 1.24490 -1.92529  0.03
N3 -1.31694 -0.69139 0.04721  -0.01
N4 -1.69119 -1.60510 -0.98397  0.04
H7 -1.08517 -2.41996 -0.94777  0.09
H8 -1.47986 -1.17830 -1.88478  0.07
H9 -2.14511 -0.18962 0.36164  0.14
H10 -0.81704 -1.23209 0.86750  0.10

## Properties
- DFT total energy (hartree) = -414.43377
- charge = 0
- E_LUMO (eV) = 0.92
- frontier orbital gap (Eh) = 0.2772



Entry 6:
ORCA calculation (ωB97M-V/def2-TZVPD) on C4H7NO in the gas phase.

Each line ends with the Löwdin charge.
Positions of all 13 atoms, in Å:
C1 1.94587 0.12902 0.82599  -0.13
N1 0.89782 -0.57887 0.12942  0.00
C2 0.35912 0.20611 -0.69855  -0.16
C3 -1.10453 0.36452 -0.56546  -0.27
C4 -1.96326 -0.79425 -0.35445  -0.12
O1 -1.57045 0.00209 0.73760  -0.04
H1 1.41873 0.85527 1.47247  0.09
H2 2.68583 0.68015 0.22480  0.08
H3 2.37998 -0.62392 1.45254  0.06
H4 0.93288 0.93688 -1.28769  0.12
H5 -1.48446 1.32620 -0.89854  0.14
H6 -3.01369 -0.73183 -0.61686  0.11
H7 -1.48383 -1.77138 -0.42127  0.12

## Properties
- DFT total energy (hartree) = -286.48754
- charge = 0
- E_LUMO (eV) = 0.66
- frontier orbital gap (Eh) = 0.3530
- structure (SMILES) = C/N=C/[C@H]1CO1